The ion C6H13N2 with charge +1. Source: the OMol25 dataset; level of theory: ωB97M-V/def2-TZVPD.

Each line ends with the Löwdin charge.
Geometry (Å):
C1 -1.0762 -0.9605 0.5141  0.21
C2 0.8578 -0.6714 -0.7526  -0.08
C3 0.2379 0.6895 -0.9974  -0.39
C4 0.8372 1.5223 0.0911  -0.07
C5 0.9207 -2.2701 1.1671  0.01
C6 -2.0697 1.4484 -0.5380  -0.13
N1 0.0803 -1.4101 0.3402  -0.13
N2 -1.1884 0.4548 -0.9379  -0.01
H1 -1.9706 -1.2707 1.1558  0.17
H2 0.7449 -1.3349 -1.5431  0.12
H3 1.9296 -0.4788 -0.5403  0.14
H4 0.5377 0.9800 -2.0570  0.20
H5 0.7650 1.0990 1.1322  0.11
H6 0.5576 2.5610 0.0562  0.08
H7 1.9398 1.5138 -0.0239  0.10
H8 1.5555 -2.9687 0.6611  0.09
H9 1.7780 -1.5056 1.5220  0.16
H10 0.3959 -2.6812 2.0485  0.11
H11 -1.4971 2.2005 0.0077  0.07
H12 -2.9233 1.0589 0.0866  0.12
H13 -2.4126 2.0237 -1.3925  0.10

Force components x, y, z for each atom (eV/Å):
-1.674 2.509 -2.442
0.455 0.304 0.302
-0.037 -1.100 0.220
1.669 0.793 0.971
2.000 2.142 2.236
-0.718 1.987 1.707
1.101 1.118 -0.054
0.618 -5.185 1.504
1.647 0.300 -0.789
0.047 -1.089 -1.799
-0.695 -0.905 0.323
-0.475 -0.070 1.255
-0.698 0.396 -0.961
-0.233 0.352 0.317
-0.471 0.253 -0.320
-0.486 -0.700 -0.842
-2.042 -1.593 -0.210
0.221 0.168 -0.722
-0.545 0.195 0.728
0.829 0.523 -0.973
-0.512 -0.398 -0.452

Values from the calculation:
E_HOMO (alpha / beta) (eV): -13.41 / -13.41
LUMO (alpha / beta) (eV): -4.150 / -4.150
Relative energy (zero: lowest compared OMol25 entry of this formula, charge and spin) (eV): 4.527
Gap between HOMO and LUMO (alpha / beta) (eV): 9.26 / 9.26
Net charge: +1


A cluster of 2 separate species, C6H13N2O in total. Source: the OMol25 dataset; level of theory: ωB97M-V/def2-TZVPD.

Each line ends with the Löwdin charge.
Geometry (Å):
C1 0.7896 -0.8439 -1.5998  -0.11
C2 -1.3194 -0.6462 1.0600  -0.01
C3 0.1456 -0.6036 0.8724  0.08
C4 -0.3968 0.6398 1.2870  -0.44
C5 -0.6314 1.9796 0.4076  0.02
C6 -0.0905 0.8249 2.7688  -0.03
N1 0.1615 -1.7242 -2.2906  0.00
N2 1.7706 -0.0895 -2.0411  0.18
O1 0.5639 -2.1842 -3.5400  0.06
H1 -2.1036 -0.6799 0.3902  0.09
H2 -1.5495 -1.1134 1.9695  0.10
H3 1.0370 -1.1474 1.2158  0.13
H4 -1.0729 1.7500 -0.5844  0.09
H5 0.3990 2.3790 0.2465  0.09
H6 -1.3049 2.6131 0.9685  0.08
H7 0.8577 1.3226 2.8286  0.09
H8 -0.0501 0.1087 3.5333  0.08
H9 -0.7866 1.6452 3.0894  0.12
H10 -0.6602 -2.1635 -2.0542  0.13
H11 2.3859 0.4191 -1.5181  0.08
H12 2.0483 -0.1269 -2.9718  0.10
H13 -0.1932 -2.3594 -4.0376  0.09

Force components x, y, z for each atom (eV/Å):
-0.379 1.142 3.299
2.866 1.157 1.244
0.540 -0.884 -2.746
-1.903 0.333 -0.539
1.302 -2.318 0.337
-0.259 4.008 -0.771
1.049 0.347 -1.380
-1.728 -1.723 -0.929
2.953 0.759 0.848
-0.963 0.150 -1.884
-0.536 -0.904 1.120
-0.701 0.006 -0.238
0.276 -0.074 0.711
-1.024 0.214 0.231
0.173 0.312 0.048
0.835 0.348 0.053
-0.462 -1.821 0.287
0.307 -0.865 0.046
-1.858 -0.966 1.546
1.208 1.430 2.217
0.479 -0.379 -2.136
-2.176 -0.272 -1.364

Values from the calculation:
E_HOMO (eV): -13.49
LUMO (eV): -4.756
Relative energy (zero: lowest compared OMol25 entry of this formula, charge and spin) (eV): 6.913
Gap between HOMO and LUMO (eV): 8.73
Net charge: +1


A structure of composition C6H13N2O10P2Tl. Source: the OMol25 dataset; level of theory: ωB97M-V/def2-TZVPD.

Each line ends with the Löwdin charge.
Geometry (Å):
Tl1 9.4254 6.2087 9.4729  0.79
N1 8.2068 4.2270 9.7444  -0.11
C1 7.5327 4.1950 11.0501  -0.19
C2 8.2956 4.9999 12.1203  -0.58
O1 8.0782 4.7161 13.3131  -0.08
N2 9.1580 5.9110 11.7251  -0.11
C3 10.2627 6.3831 12.4647  -0.18
C4 11.5572 6.0616 11.6366  -0.65
O2 12.5779 5.6984 12.2840  -0.10
O3 11.5164 6.0852 10.3415  -0.30
H1 7.6267 4.1059 8.8651  0.05
H2 8.9908 3.5781 9.6849  0.08
H3 7.3423 3.1450 11.4215  0.11
H4 6.5561 4.6509 10.9353  0.08
H5 10.1330 5.8159 13.4212  0.11
H6 10.2214 7.4626 12.7069  0.11
C5 6.9648 7.8178 6.3480  -0.10
C6 5.9626 6.8721 6.8894  -0.57
O4 4.7060 7.2308 6.3111  -0.10
P1 6.3219 5.1073 6.4603  0.48
O5 6.1512 4.9617 4.8537  -0.15
O6 4.9761 4.3733 6.9177  -0.17
O7 7.6453 4.6378 6.9395  -0.32
P2 6.0241 6.9334 8.8530  0.35
O8 4.7449 7.7458 9.4083  -0.16
O9 5.7410 5.5024 9.1869  -0.37
O10 7.3223 7.6256 9.1906  -0.48
H7 7.8307 7.9170 7.0107  0.06
H8 6.4785 8.7788 6.2622  0.08
H9 7.3185 7.4733 5.3923  0.06
H10 3.9408 6.7222 6.6796  0.10
H11 7.0057 5.1052 4.3920  0.09
H12 5.0377 4.3247 7.9191  0.08
H13 5.0180 8.5636 9.8637  0.07

Force components x, y, z for each atom (eV/Å):
0.483 1.438 -2.298
-1.100 -1.624 -0.817
0.018 -0.662 -0.091
0.778 0.112 0.927
-0.486 -0.554 0.631
-1.315 -0.042 -2.356
-0.316 -0.797 0.981
1.728 -1.110 0.100
-0.993 0.726 -0.301
0.817 0.163 2.517
0.767 0.324 1.731
-0.263 0.019 0.185
0.414 1.014 -0.061
-0.042 0.025 -0.098
1.254 0.533 -0.288
0.005 -0.212 -0.207
0.941 0.263 0.081
-0.754 -0.613 1.639
-1.373 -0.265 0.033
0.484 0.700 0.534
0.476 0.151 -0.286
0.430 -0.609 0.433
-0.954 -0.164 -0.641
1.530 -0.327 -1.228
-0.342 1.010 0.182
-0.424 -0.303 0.107
-2.359 0.111 0.263
-0.194 -0.159 -0.093
-0.028 0.390 -0.185
0.163 0.168 -0.767
1.355 0.396 -0.168
-0.720 -0.163 0.686
-0.014 0.574 -0.702
0.033 -0.513 -0.444

Values from the calculation:
E_HOMO (eV): 0.16
LUMO (eV): 4.657
Relative energy (zero: lowest compared OMol25 entry of this formula, charge and spin) (eV): 1.488
Gap between HOMO and LUMO (eV): 4.50
Net charge: -2


A cluster of 2 separate species, C6H13N2O3PS in total. Source: the OMol25 dataset; level of theory: ωB97M-V/def2-TZVPD.

Each line ends with the Löwdin charge.
Geometry (Å):
C1 -2.0494 -0.5730 0.5548  -0.03
C2 -0.8719 -0.4281 -0.4140  -0.59
C3 -1.3473 0.1175 -1.7641  -0.03
C4 -0.1765 -1.7745 -0.6025  -0.04
N1 0.1147 0.4955 0.1562  0.15
C5 -0.1074 1.7739 0.4324  -0.64
N2 0.7505 2.6667 0.8245  -0.09
S1 -0.5650 3.7823 1.0225  1.02
O1 -0.5231 4.7905 0.0123  -0.40
O2 -1.3418 2.3119 0.3769  -0.19
H1 -2.5374 0.3852 0.7027  0.07
H2 -2.7760 -1.2724 0.1500  0.09
H3 -1.7050 -0.9441 1.5183  0.09
H4 -1.8544 1.0686 -1.6264  0.08
H5 -2.0380 -0.5789 -2.2334  0.09
H6 -0.4966 0.2696 -2.4265  0.09
H7 0.6687 -1.6792 -1.2812  0.09
H8 0.1762 -2.1639 0.3495  0.09
H9 -0.8754 -2.4882 -1.0302  0.09
H10 1.0801 0.2047 0.1854  0.16
C6 4.2190 1.8905 2.4016  -0.36
P1 4.9674 2.4332 1.0141  0.79
O3 3.7361 2.8932 0.0621  -0.44
H11 4.8091 1.5180 3.2182  -0.04
H12 3.1466 1.9082 2.5345  -0.03
H13 2.8362 2.8549 0.4286  -0.02

Force components x, y, z for each atom (eV/Å):
0.134 -0.010 -0.115
-0.452 -0.197 -0.197
0.065 -0.061 0.130
-0.053 0.275 0.044
0.115 -0.002 0.091
-0.141 -0.471 -0.041
-0.124 1.212 0.295
0.899 -1.046 0.238
-0.108 0.392 -0.339
0.015 0.154 -0.070
-0.094 -0.016 0.035
-0.072 -0.095 -0.046
0.023 -0.046 0.071
-0.063 0.052 -0.069
-0.063 -0.072 -0.035
0.033 -0.013 -0.075
0.111 -0.012 -0.088
0.046 -0.068 0.116
-0.046 -0.050 -0.020
0.003 0.081 0.063
0.585 0.303 -0.812
-0.978 -0.360 0.894
0.219 0.174 -0.437
0.208 -0.096 0.221
-0.150 0.001 0.043
-0.113 -0.027 0.102

Values from the calculation:
E_HOMO (eV): -8.81
Structure (SMILES): CC(C)(C)N[C@]12N=[S@@]1(=O)O2.C=PO
LUMO (eV): 0.423
Relative energy (zero: lowest compared OMol25 entry of this formula, charge and spin) (eV): 1.459
Gap between HOMO and LUMO (eV): 9.24
Net charge: 0